Entry 1:
ORCA calculation (the ωB97M-V functional and the def2-TZVPD basis) on C2H2O3 as an isolated structure in a non-equilibrium geometry.

Structure (ORCA input):
```
! RIJCOSX wB97M-V def2-TZVPD def2/J DEFGRID3
* xyz 0 1
O -0.617 0.041 0.499
H -0.191 -0.447 -1.249
H -0.458 0.391 1.365
C 0.307 -0.082 -0.421
O 2.598 0.803 0.197
O 1.638 -1.260 0.060
C 1.791 0.020 -0.048
*
```

Calculated values
E_LUMO (Ha): 0.0158
HOMO level (Ha): -0.383

Entry 2:
ORCA calculation (the ωB97M-V functional and the def2-TZVPD basis) on IN2O10SSr as an isolated structure in a non-equilibrium geometry.

Structure (ORCA input):
```
! RIJCOSX wB97M-V def2-TZVPD def2/J DEFGRID3
* xyz -3 1
O -3.898 -1.188 0.240
O 0.694 -1.324 1.049
N -0.146 -1.552 1.919
Sr 0.415 -0.496 -1.325
O -3.980 -0.061 -1.464
O 2.178 1.035 1.132
S 2.892 1.620 0.013
O -0.025 -1.023 3.017
O 4.258 1.242 0.005
O -1.225 -2.105 1.620
O -2.179 -0.837 -0.912
O 2.883 3.047 0.002
N -3.339 -0.806 -0.687
I -0.578 1.236 -3.467
O 2.048 1.212 -1.142
*
```

Calculated values
E_LUMO (Ha): 0.2463
HOMO level (Ha): 0.062

Entry 3:
ORCA calculation (the ωB97M-V functional and the def2-TZVPD basis) on a 8-piece molecular cluster, C8H32N16O8 overall in a non-equilibrium geometry.

Structure (ORCA input):
```
! RIJCOSX wB97M-V def2-TZVPD def2/J DEFGRID3
* xyz 0 1
H 9.697 -16.206 -11.237
O 10.309 -18.607 -11.924
H 14.695 -17.945 -13.900
N 11.113 -14.469 -14.088
C 10.557 -18.053 -10.870
C 12.461 -14.629 -14.133
H 14.549 -19.630 -13.922
H 8.752 -12.154 -15.002
H 12.082 -11.648 -8.424
O 7.624 -14.122 -16.219
H 10.685 -14.041 -14.890
N 13.711 -11.996 -18.553
H 9.743 -11.919 -16.417
C 7.552 -14.424 -12.200
H 12.480 -13.898 -16.054
C 12.367 -11.873 -18.372
H 10.711 -18.442 -8.878
N 14.597 -18.794 -13.369
N 11.672 -11.339 -19.428
N 13.045 -14.220 -15.289
N 9.425 -13.816 -17.663
H 16.221 -11.680 -12.818
H 16.567 -10.324 -14.778
N 11.060 -18.721 -9.776
N 11.649 -13.781 -10.760
N 16.201 -12.500 -13.393
H 14.171 -11.905 -19.439
C 13.933 -18.773 -12.162
H 10.678 -13.819 -11.016
H 10.722 -11.659 -19.541
H 10.341 -13.395 -17.565
N 10.322 -16.730 -10.648
H 16.279 -13.409 -12.973
C 12.344 -13.036 -9.861
C 16.127 -12.420 -14.740
H 9.277 -14.746 -18.018
N 13.619 -17.530 -11.720
H 14.220 -12.469 -17.822
O 15.823 -13.362 -15.459
N 7.084 -14.739 -13.448
N 11.573 -12.256 -9.038
H 11.376 -19.660 -9.945
H 13.246 -17.514 -10.788
H 16.324 -11.115 -16.264
N 9.216 -12.528 -15.809
N 16.395 -11.183 -15.265
H 10.679 -16.277 -9.826
C 8.662 -13.568 -16.522
O 13.693 -19.798 -11.542
H 10.633 -14.941 -13.343
H 10.573 -12.280 -9.023
O 8.761 -14.436 -11.964
H 5.677 -13.751 -11.607
H 14.039 -14.044 -15.317
H 12.264 -14.391 -11.286
H 13.825 -16.700 -12.253
O 11.850 -12.103 -17.284
H 12.169 -11.228 -20.297
H 7.839 -14.976 -14.070
O 13.552 -13.130 -9.725
O 13.128 -15.077 -13.199
H 6.971 -13.373 -10.542
N 6.657 -13.794 -11.396
H 6.354 -14.174 -13.845
*
```

Calculated values
E_LUMO (Ha): 0.0022
SMILES string: NC(N)=O.NC(N)=O.NC(N)=O.NC(N)=O.NC(N)=O.NC(N)=O.NC(N)=O.NC(N)=O
HOMO level (Ha): -0.317

Entry 4:
ORCA calculation (the ωB97M-V functional and the def2-TZVPD basis) on one molecule with the formula C19H17FN6O2S in a non-equilibrium geometry.

Structure (ORCA input):
```
! RIJCOSX wB97M-V def2-TZVPD def2/J DEFGRID3
* xyz 0 1
C -2.268 0.216 2.330
H -3.724 1.398 1.627
C 1.668 0.358 3.545
C -1.945 1.907 0.654
H -1.010 -1.098 1.251
C 1.956 -1.981 1.983
C 1.048 -1.124 -2.885
H 2.102 1.124 4.186
N 1.169 -2.976 2.288
H 2.765 0.037 0.372
H 0.363 3.571 -2.007
H 3.763 -1.172 -0.201
N -2.721 1.293 1.621
H -2.628 0.010 -2.292
C 1.200 1.061 2.270
H 2.060 -1.461 -3.084
C -2.515 2.774 -0.306
H -0.602 -0.839 2.941
H -1.280 1.252 -3.835
S 2.816 -1.055 3.213
N 2.022 -1.845 0.599
C -1.075 -1.453 -1.781
H 0.002 -3.910 -1.319
C -0.544 1.615 0.586
H 0.825 -0.053 4.082
N 2.791 -0.877 -0.103
N 0.611 -3.465 1.124
F -1.821 -2.120 -0.844
C -1.689 3.332 -1.299
C 0.231 2.176 -0.422
H 1.205 0.543 -4.244
C -1.611 -0.362 -2.484
C 0.232 -1.879 -1.993
O -2.958 -0.294 3.159
H -2.213 3.942 -2.035
C -0.911 -0.348 2.007
C 0.560 -0.006 -3.558
C 1.153 -2.809 0.122
H -3.557 3.016 -0.342
N 0.023 0.761 1.587
C -0.811 0.371 -3.379
H 1.624 -3.450 -1.844
C 0.742 -3.111 -1.324
C -0.302 3.112 -1.296
O 1.985 1.888 1.842
H 1.271 1.928 -0.513
*
```

Calculated values
E_LUMO (Ha): 0.0184
SMILES string: Nn1c(Cc2ccccc2F)nnc1SCC(=O)N1CC(=O)Nc2ccccc21
HOMO level (Ha): -0.315

Entry 5:
ORCA calculation (the ωB97M-V functional and the def2-TZVPD basis) on one molecule with the formula C12H19NO2 in a non-equilibrium geometry.

Structure (ORCA input):
```
! RIJCOSX wB97M-V def2-TZVPD def2/J DEFGRID3
* xyz 0 1
H -0.812 -2.762 1.140
C -0.600 2.380 -0.164
C -1.050 -1.784 1.143
C -0.400 0.588 1.575
H -1.375 2.234 -1.019
C -0.898 -2.472 -1.326
H -2.115 -1.663 1.612
C -0.041 0.938 0.138
C 0.702 3.245 -0.396
H 0.168 -0.875 2.948
H -1.677 -3.223 -1.173
H -1.520 0.722 1.877
C 1.707 2.236 -0.985
C -0.044 -0.844 1.886
H 2.747 2.478 -1.024
H 1.580 2.005 -1.979
H -0.397 -0.114 -1.809
H 1.870 1.448 1.073
H -0.803 -2.205 -2.333
N 1.475 -2.235 -0.626
C -0.490 -0.155 -0.798
H 0.026 1.298 2.342
H 0.535 -4.015 -1.258
H 1.285 3.671 0.518
O 2.696 -2.273 -0.497
C 0.543 -2.995 -1.083
H 0.917 -0.980 1.520
H 0.535 3.989 -1.172
O -2.655 -0.969 -0.468
H 2.116 0.334 -0.248
C -1.255 -1.329 -0.320
H -1.258 2.610 0.649
C 1.475 1.132 0.074
H -2.985 -0.419 0.183
*
```

Calculated values
E_LUMO (spin up / spin down) (Ha): 0.0187 / -0.0211
HOMO level (spin up / spin down) (Ha): -0.348 / -0.282

Entry 6:
ORCA calculation (the ωB97M-V functional and the def2-TZVPD basis) on one molecule with the formula C13H19NO3 in a non-equilibrium geometry.

Structure (ORCA input):
```
! RIJCOSX wB97M-V def2-TZVPD def2/J DEFGRID3
* xyz 0 1
O 0.115 4.157 2.258
C -0.730 3.222 1.560
O -1.558 -1.681 0.018
H 0.363 -0.889 1.812
C -1.787 -0.996 1.258
H 0.059 -3.406 -0.732
H 0.834 1.927 2.278
H 1.773 -1.318 -4.903
C -0.938 -0.816 -1.020
H -1.714 -0.298 -1.576
C -0.188 4.307 3.656
H -0.673 5.276 3.847
H -1.524 2.812 2.072
C 1.678 -3.174 -3.745
H 1.673 -4.879 -1.112
N -0.361 0.871 0.766
C 0.303 2.076 1.296
C -0.053 -1.676 -1.980
H 1.046 2.401 0.587
H 0.972 -0.314 -0.239
H 0.295 1.001 -1.143
H -0.800 0.219 2.724
C 0.402 -1.150 -3.217
C 0.412 -2.937 -1.662
H 0.145 -0.031 -3.239
H -0.813 3.499 4.182
H -2.612 -0.303 1.146
C 1.218 -3.763 -2.538
O 1.641 -4.991 -2.069
H -2.038 -1.762 2.007
H 2.399 -3.714 -4.320
H 0.780 4.333 4.172
C -0.563 -0.188 1.724
C 0.047 0.218 -0.454
H -1.070 3.817 0.707
C 1.269 -1.848 -4.121
*
```

Calculated values
E_LUMO (Ha): 0.0286
SMILES string: COCCN1CCO[C@H](c2cccc(O)c2)C1
HOMO level (Ha): -0.313

So what do the calculations give for DFT total energy? Going down the list: -8246.712, -43220.720, -49045.781, -46566.705, -18330.730, -21418.930 eV.
So what do the calculations give for energy above the lowest of the compared OMol25 structures with the same formula, charge and spin? Going down the list: 181.9, 0.0, 76.9, 0.6, 636.2, 362.9 kJ/mol.